No. 1
This record from the OMol25 dataset describes C3H4N2O as an isolated structure in a non-equilibrium geometry. The level of theory is ωB97M-V with the def2-TZVPD basis set.

CARTESIAN COORDINATES (ANGSTROEM)
C1 0.77581 -0.96434 0.25344
N1 -0.03152 1.42517 0.26120
C2 -0.12985 0.09739 0.68873
O1 1.50316 -0.54825 -0.79078
C3 -1.10980 -0.91524 -0.08859
N2 -2.05241 -1.30557 -0.63498
H1 2.00278 -1.29617 -1.14391
H2 -0.85825 1.98662 0.39928
H3 0.35590 1.53794 -0.66567
H4 -0.45583 -0.01756 1.72128

Values from the calculation:
frontier orbital gap = 9.6794 eV
E_LUMO = 0.43 eV
calculated total energy = -8199.843 eV
ΔE to the lowest compared entry with this formula, charge and spin = 390.0 kJ/mol
E_HOMO = -9.2 eV

Results of the natural (NBO) charge analysis, in e, for atoms 1 through 6: number 1, C, carries 0.21; number 2, N, carries -0.80; number 3, C, carries -0.16; number 4, O, carries -0.67; number 5, C, carries 0.19; number 6, N, carries -0.29

---

No. 2
This record from the OMol25 dataset describes a single C3H4N2O molecule in a non-equilibrium geometry. The level of theory is ωB97M-V with the def2-TZVPD basis set.

CARTESIAN COORDINATES (ANGSTROEM)
N1 0.78130 -1.14141 -0.43303
C1 0.36768 -0.17026 0.40737
O1 0.89008 -0.25778 1.64174
C2 -0.46439 0.86357 0.09798
C3 -1.22376 0.86440 -1.09070
N2 -1.85679 0.82327 -2.06428
H1 1.15499 -1.99981 -0.06105
H2 0.39155 -1.15075 -1.36332
H3 0.41811 0.41485 2.14843
H4 -0.45877 1.75393 0.71686

Values from the calculation:
frontier orbital gap = 9.2194 eV
E_LUMO = 0.51 eV
calculated total energy = -8203.029 eV
ΔE to the lowest compared entry with this formula, charge and spin = 82.6 kJ/mol
SMILES = N#C/C=C(\N)O
E_HOMO = -8.7 eV

Results of the natural (NBO) charge analysis, in e, for atoms 1 through 6: number 1, N, carries -0.79; number 2, C, carries 0.58; number 3, O, carries -0.65; number 4, C, carries -0.60; number 5, C, carries 0.26; number 6, N, carries -0.37

---

No. 3
This record from the OMol25 dataset describes a single C3H4N2O molecule. The level of theory is ωB97M-V with the def2-TZVPD basis set.

CARTESIAN COORDINATES (ANGSTROEM)
O1 2.23513 0.07233 -0.22483
C1 1.03145 0.09493 -0.13186
N1 0.16168 -1.12259 0.02881
C2 -1.30318 -0.72222 0.45644
C3 -1.18782 0.60015 0.22613
N2 0.12666 1.07971 -0.11464
H1 0.63641 -1.87366 0.53096
H2 -0.12521 -1.49665 -0.87693
H3 -1.99197 1.32296 0.23120
H4 0.41686 2.04504 -0.12526

Values from the calculation:
frontier orbital gap = 9.0336 eV
E_LUMO = 0.50 eV
calculated total energy = -8200.753 eV
ΔE to the lowest compared entry with this formula, charge and spin = 302.3 kJ/mol
E_HOMO = -8.5 eV

Results of the natural (NBO) charge analysis, in e, for atoms 1 through 6: number 1, O, carries -0.58; number 2, C, carries 0.76; number 3, N, carries -0.66; number 4, C, carries -0.20; number 5, C, carries -0.24; number 6, N, carries -0.61

---

No. 4
This record from the OMol25 dataset describes C3H4N2O as an isolated structure. The level of theory is ωB97M-V with the def2-TZVPD basis set.

CARTESIAN COORDINATES (ANGSTROEM)
N1 1.68683 -0.30990 -0.52568
C1 0.48155 0.16353 -0.23564
C2 -0.54078 0.92969 -0.37426
C3 -1.43533 -0.17353 0.04989
N2 -1.29836 -0.74553 1.26801
O1 -0.13595 -0.91658 1.65553
H1 2.08916 -0.94588 0.15168
H2 2.32284 0.40761 -0.85663
H3 -0.80156 1.91540 -0.73780
H4 -2.36514 -0.36678 -0.47772

Values from the calculation:
frontier orbital gap = 8.4156 eV
E_LUMO = 0.03 eV
calculated total energy = -8197.584 eV
ΔE to the lowest compared entry with this formula, charge and spin = 608.0 kJ/mol
E_HOMO = -8.4 eV

Results of the natural (NBO) charge analysis, in e, for atoms 1 through 6: number 1, N, carries -0.80; number 2, C, carries 0.41; number 3, C, carries -0.41; number 4, C, carries -0.14; number 5, N, carries 0.07; number 6, O, carries -0.39

---

No. 5
This record from the OMol25 dataset describes a 2-piece molecular cluster, C3H4N2O overall in a non-equilibrium geometry. The level of theory is ωB97M-V with the def2-TZVPD basis set.

CARTESIAN COORDINATES (ANGSTROEM)
N1 -0.46694 1.21305 -1.07702
C1 -0.88252 -1.30343 1.27924
O1 -2.02976 -1.41405 1.46268
C2 0.40793 -1.15391 1.08059
C3 0.81253 0.96500 -1.41148
N2 1.90352 0.68694 -1.69803
H1 -0.64741 1.14296 -0.08291
H2 -0.88256 2.02268 -1.51721
H3 1.05491 -0.98976 1.93307
H4 0.82642 -1.28693 0.08941

Values from the calculation:
frontier orbital gap = 10.1672 eV
E_LUMO = 0.49 eV
calculated total energy = -8201.936 eV
ΔE to the lowest compared entry with this formula, charge and spin = 188.1 kJ/mol
SMILES = C=C=O.N#CN
E_HOMO = -9.7 eV

Results of the natural (NBO) charge analysis, in e, for atoms 1 through 6: number 1, N, carries -0.85; number 2, C, carries 0.72; number 3, O, carries -0.46; number 4, C, carries -0.81; number 5, C, carries 0.41; number 6, N, carries -0.39

---

No. 6
This record from the OMol25 dataset describes a single C3H4N2O molecule in a non-equilibrium geometry. The level of theory is ωB97M-V with the def2-TZVPD basis set.

CARTESIAN COORDINATES (ANGSTROEM)
C1 -2.88417 -0.21875 -0.02476
C2 -1.62483 0.55027 -0.03161
C3 -0.42487 -0.35114 -0.05811
N1 -3.91014 -0.72339 0.03015
N2 0.79365 0.40520 0.03960
O1 -1.64649 1.77114 0.04666
H1 -0.61069 -1.00370 -0.90473
H2 -0.72424 -1.13480 0.78766
H3 1.49580 0.35886 -0.66087
H4 0.58935 1.34478 0.32367

Values from the calculation:
frontier orbital gap = 9.7149 eV
E_LUMO = -0.32 eV
calculated total energy = -8202.143 eV
ΔE to the lowest compared entry with this formula, charge and spin = 168.1 kJ/mol
SMILES = N#CC(=O)CN
E_HOMO = -10.0 eV

Results of the natural (NBO) charge analysis, in e, for atoms 1 through 6: number 1, C, carries 0.15; number 2, C, carries 0.48; number 3, C, carries -0.30; number 4, N, carries -0.24; number 5, N, carries -0.84; number 6, O, carries -0.48

---

No. 7
This record from the OMol25 dataset describes C3H4N2O as an isolated structure in a non-equilibrium geometry. The level of theory is ωB97M-V with the def2-TZVPD basis set.

CARTESIAN COORDINATES (ANGSTROEM)
C1 -0.54137 1.00121 -1.14083
C2 -0.35153 1.13346 0.20036
C3 0.37492 -1.14581 1.18037
N1 -0.04050 -0.30771 -1.19735
N2 0.13414 -0.18885 0.28426
O1 0.25215 -1.01622 2.37718
H1 -1.01086 1.45361 -2.02347
H2 -0.32658 1.74258 1.04265
H3 0.63901 -2.14415 0.83386
H4 0.87061 -0.52814 -1.55702

Values from the calculation:
frontier orbital gap = 9.9534 eV
E_LUMO = 0.95 eV
calculated total energy = -8200.202 eV
ΔE to the lowest compared entry with this formula, charge and spin = 355.4 kJ/mol
E_HOMO = -9.0 eV

Results of the natural (NBO) charge analysis, in e, for atoms 1 through 6: number 1, C, carries -0.09; number 2, C, carries -0.08; number 3, C, carries 0.51; number 4, N, carries -0.43; number 5, N, carries -0.29; number 6, O, carries -0.59

---

No. 8
This record from the OMol25 dataset describes a 2-piece molecular cluster, C3H4N2O overall in a non-equilibrium geometry. The level of theory is ωB97M-V with the def2-TZVPD basis set.

CARTESIAN COORDINATES (ANGSTROEM)
N1 1.11586 0.58634 0.25987
C1 1.35240 -0.64092 0.15315
O1 0.36514 -1.52363 -0.27621
C2 -0.57586 -1.19608 -1.14725
C3 -2.11626 1.01364 0.51735
N2 -3.25527 0.95043 0.69473
H1 1.93121 1.09818 0.59027
H2 2.26395 -1.18588 0.39535
H3 -0.31115 -0.15820 -1.47892
H4 -1.04835 1.06982 0.36528

Values from the calculation:
frontier orbital gap = 9.1350 eV
E_LUMO = -0.32 eV
calculated total energy = -8198.862 eV
ΔE to the lowest compared entry with this formula, charge and spin = 484.7 kJ/mol
E_HOMO = -9.5 eV

Results of the natural (NBO) charge analysis, in e, for atoms 1 through 6: number 1, N, carries -0.67; number 2, C, carries 0.40; number 3, O, carries -0.51; number 4, C, carries 0.18; number 5, C, carries 0.05; number 6, N, carries -0.31

---

No. 9
This record from the OMol25 dataset describes a single C3H4N2O molecule in a non-equilibrium geometry. The level of theory is ωB97M-V with the def2-TZVPD basis set.

CARTESIAN COORDINATES (ANGSTROEM)
N1 -1.56495 0.49329 -0.82436
C1 -0.49268 1.13642 -0.64667
O1 0.60787 0.58540 -0.10045
C2 0.46767 -0.77981 0.27226
C3 1.43589 -1.06307 1.33919
N2 2.15570 -1.32631 2.20551
H1 -2.28365 1.08589 -1.22960
H2 -0.28651 2.18138 -0.88649
H3 0.65670 -1.42595 -0.59331
H4 -0.54980 -0.97164 0.62875

Values from the calculation:
frontier orbital gap = 11.7605 eV
E_LUMO = 0.76 eV
calculated total energy = -8202.419 eV
ΔE to the lowest compared entry with this formula, charge and spin = 141.4 kJ/mol
SMILES = [H]/N=C/OCC#N
E_HOMO = -11.0 eV

Results of the natural (NBO) charge analysis, in e, for atoms 1 through 6: number 1, N, carries -0.72; number 2, C, carries 0.41; number 3, O, carries -0.48; number 4, C, carries -0.19; number 5, C, carries 0.26; number 6, N, carries -0.29

---

No. 10
This record from the OMol25 dataset describes a 2-piece molecular cluster, C3H4N2O overall in a non-equilibrium geometry. The level of theory is ωB97M-V with the def2-TZVPD basis set.

CARTESIAN COORDINATES (ANGSTROEM)
C1 2.76550 0.13962 -0.32861
C2 0.35461 -0.62478 -0.42375
C3 -0.50332 0.15080 0.42544
N1 3.84851 0.36620 -0.09584
N2 -1.83596 0.58238 0.05707
O1 -0.17930 -1.23202 0.58910
H1 0.25596 -0.66292 -1.55336
H2 -0.05436 0.79474 1.10806
H3 -2.08347 -0.17134 -0.59234
H4 -2.56817 0.65731 0.81424

Values from the calculation:
frontier orbital gap (alpha / beta) = 8.7877 / 8.7854 eV
E_LUMO (alpha / beta) = -1.62 / -1.62 eV
calculated total energy = -8197.687 eV
ΔE to the lowest compared entry with this formula, charge and spin = 598.1 kJ/mol
E_HOMO (alpha / beta) = -10.4 / -10.4 eV

Results of the natural (NBO) charge analysis, in e, for atoms 1 through 6: number 1, C, carries 0.02; number 2, C, carries 0.34; number 3, C, carries 0.14; number 4, N, carries -0.51; number 5, N, carries -0.81; number 6, O, carries -0.39